{
  "formula": "C3H12N5",
  "method": "ωB97M-V/def2-TZVPD",
  "molar_mass_g_mol": 118.2,
  "smiles": "C[NH+](C)N1CNNN1",
  "lumo_ha": -0.1002,
  "homo_lumo_gap_ev": 11.12,
  "relative_energy_ev": 6.690,
  "total_charge": 1,
  "elements": ["N", "N", "N", "N", "N", "C", "C", "C", "H", "H", "H", "H", "H", "H", "H", "H", "H", "H", "H", "H"],
  "coordinates": [[0.83444, 1.88597, 0.06073], [-0.36293, 1.39712, -0.56399], [-0.56547, 0.26352, 0.20483], [0.23160, -0.80963, -0.34846], [0.48479, 1.91952, 1.41794], [-0.33022, -2.09821, 0.15302], [0.18185, -0.73397, -1.80541], [-0.04951, 0.55516, 1.56459], [-0.26174, -2.23027, 1.21372], [0.95942, 2.86842, -0.34162], [0.64126, -0.03689, 2.01954], [1.16812, -0.70805, 0.06455], [0.75820, 0.19905, -2.13000], [-1.26805, 1.89676, -0.52752], [-0.85345, -0.54722, -2.23170], [-1.39757, -2.30959, -0.09659], [-0.87696, 0.42173, 2.26649], [0.25740, -3.00767, -0.06729], [-0.12656, 2.63173, 1.53182], [0.57539, -1.55748, -2.38465]],
  "atomic_forces_ev_per_a": [[-0.265, 2.726, -1.904], [-0.401, -0.848, -0.258], [-0.959, -0.996, -0.056], [-0.599, -1.744, 0.193], [2.736, -2.834, 0.597], [-0.626, -2.055, 0.382], [0.210, 2.442, -3.031], [-2.752, 3.189, 0.189], [-0.106, 1.094, 0.970], [0.267, -1.603, 1.050], [2.642, -2.224, 0.145], [0.240, -0.064, -0.790], [-0.704, -1.531, 0.539], [0.933, 0.498, 0.410], [1.008, -0.359, 1.274], [0.972, 0.830, -0.308], [-0.192, 0.893, -0.103], [0.120, 0.822, -1.117], [-2.864, 2.413, 1.019], [0.341, -0.649, 0.798]]
}